[1]
The following is a quantum chemistry calculation of 2 unconnected molecules or ions with the total composition C9H17F3N3O6PS, from the Open Molecules 2025 dataset.

Last column: natural (NBO) charge in e.
Cartesian coordinates (Å):
C  1.463  -0.270  1.456  -0.753
C  1.924  1.196  2.030  0.770
O  1.795  1.413  3.364  -0.582
O  2.511  2.296  1.248  -0.532
C  1.480  3.157  0.641  0.745
O  1.382  3.136  -0.715  -0.513
C  0.476  4.183  1.433  -0.350
N  -0.657  3.521  2.185  -0.600
C  -1.699  2.915  1.273  0.744
N  -1.632  2.809  -0.235  -0.872
N  -2.874  2.436  1.867  -0.799
S  -3.113  2.547  3.608  0.287
P  -4.238  1.721  0.906  1.469
O  -5.590  2.327  1.541  -1.002
H  0.661  -0.746  2.184  0.267
H  2.419  -0.979  1.530  0.298
H  1.139  -0.272  0.331  0.289
H  0.138  5.046  0.698  0.270
H  1.145  4.727  2.259  0.279
H  -0.325  2.868  2.928  0.456
H  -1.265  3.673  -0.690  0.433
H  -1.008  1.979  -0.471  0.450
H  -2.333  1.496  4.149  0.156
H  -4.223  2.220  -0.476  0.044
H  -4.227  0.261  0.929  0.030
C  2.703  -4.223  -2.662  -0.645
C  1.364  -4.852  -2.994  -0.069
O  0.361  -4.602  -2.014  -0.577
C  -0.342  -3.328  -2.033  0.323
O  -0.837  -3.081  -3.242  -0.885
C  0.497  -2.131  -1.434  0.909
F  1.239  -2.544  -0.364  -0.366
F  -0.311  -1.143  -0.952  -0.377
F  1.361  -1.542  -2.296  -0.338
H  2.926  -4.299  -1.594  0.201
H  3.502  -4.711  -3.228  0.195
H  2.721  -3.168  -2.936  0.210
H  1.505  -5.940  -2.988  0.160
H  1.039  -4.600  -4.008  0.192
H  -1.073  -3.496  -1.227  0.083

Calculated values
Energy relative to the best compared isomer or geometry (same formula, charge and spin)   7.361 eV
E_LUMO   -3.326 eV
Orbital gap   2.52 eV
2S+1   1

[2]
The following is a quantum chemistry calculation of a single C4H4N2O molecule, from the Open Molecules 2025 dataset.

Last column: natural (NBO) charge in e.
Cartesian coordinates (Å):
O  0.108  -1.611  1.052  -0.533
C  1.412  -0.508  -0.977  0.256
C  1.172  0.787  -0.439  -0.374
C  -0.029  1.112  0.062  0.065
N  -1.067  0.223  0.293  -0.634
C  -0.924  -1.105  0.683  0.529
N  1.499  -1.539  -1.499  -0.302
H  1.961  1.526  -0.491  0.251
H  -0.259  2.150  0.282  0.210
H  -1.991  0.613  0.398  0.407
H  -1.881  -1.648  0.636  0.124

Calculated values
Energy relative to the best compared isomer or geometry (same formula, charge and spin)   0.964 eV
E_LUMO   0.405 eV
Orbital gap   9.96 eV
SMILES   N#C/C=C\NC=O
2S+1   1

[3]
The following is a quantum chemistry calculation of a molecular structure, C27H29F5N9O5ReS3, from the Open Molecules 2025 dataset.

Last column: Mulliken spin population.
Cartesian coordinates (Å):
Re  0.795  2.188  0.583  0.933
S  0.674  6.819  0.807  0.114
C  0.772  5.267  0.789  0.075
N  0.848  4.062  0.772  -0.144
C  3.744  3.180  3.495  0.000
S  2.799  1.699  3.180  0.002
C  4.093  0.471  3.212  0.000
O  2.530  1.815  1.637  0.024
H  4.182  3.094  4.490  0.000
H  3.044  4.014  3.478  0.000
H  4.517  3.294  2.738  0.000
H  4.472  0.416  4.234  0.000
H  4.888  0.735  2.519  0.000
H  3.635  -0.480  2.944  0.000
O  -4.027  -2.820  -3.495  0.000
S  -5.260  -2.095  -3.228  0.000
O  -5.432  -1.703  -1.844  0.000
O  -6.436  -2.550  -3.915  0.000
C  -4.815  -0.498  -4.044  0.000
N  -5.077  -0.262  -5.327  0.000
C  -4.573  0.851  -5.845  0.000
C  -3.766  1.735  -5.123  0.001
C  -3.583  1.394  -3.795  0.000
N  -4.122  0.308  -3.263  0.000
C  -2.690  2.018  -2.804  0.000
C  -3.021  1.842  -1.460  -0.003
C  -2.077  2.062  -0.502  0.009
N  -0.795  2.375  -0.798  -0.002
C  -0.534  2.718  -2.082  -0.001
C  -1.454  2.591  -3.095  0.002
H  -4.797  1.043  -6.889  0.000
H  -3.338  2.617  -5.581  0.000
H  -3.987  1.431  -1.198  0.000
H  -2.307  1.909  0.540  -0.001
H  0.477  3.030  -2.299  0.001
H  -1.148  2.793  -4.113  0.000
F  -1.652  2.505  2.338  0.001
C  -0.349  2.086  2.379  -0.029
F  0.245  2.981  3.266  0.008
C  -0.403  0.742  3.158  -0.019
F  0.719  0.008  2.942  0.000
F  -1.434  0.006  2.743  0.001
F  -0.504  0.929  4.464  0.001
C  -1.581  -0.798  -0.170  0.002
C  -0.096  -0.875  -0.193  0.012
N  0.809  0.099  0.017  0.007
C  2.063  -0.493  -0.149  -0.007
C  1.906  -1.794  -0.460  0.002
N  0.545  -2.015  -0.495  0.004
C  -0.043  -3.331  -0.800  -0.001
N  0.395  -4.303  0.142  0.000
N  1.621  -4.877  -0.016  0.000
N  1.866  -5.622  0.982  0.000
C  0.799  -5.567  1.856  0.000
C  0.588  -6.212  3.079  0.000
C  -0.595  -5.947  3.726  0.000
C  -1.556  -5.072  3.181  0.000
C  -1.366  -4.433  1.977  0.000
C  -0.161  -4.705  1.326  0.000
H  -1.917  0.108  0.312  -0.006
H  -1.994  -1.629  0.400  0.001
H  -2.000  -0.833  -1.181  0.001
H  2.973  0.058  0.004  0.003
H  2.611  -2.586  -0.648  0.000
H  0.280  -3.624  -1.796  0.000
H  -1.126  -3.253  -0.783  0.000
H  1.327  -6.890  3.482  0.000
H  -0.808  -6.426  4.673  0.000
H  -2.477  -4.906  3.724  0.000
H  -2.125  -3.782  1.563  0.000
C  4.745  2.268  -0.897  -0.001
C  3.535  3.143  -1.114  0.005
O  2.301  2.373  -1.153  0.007
H  5.642  2.888  -0.897  0.000
H  4.859  1.539  -1.703  0.000
H  4.691  1.743  0.056  0.000
H  3.606  3.689  -2.054  -0.001
H  3.395  3.860  -0.308  -0.001
H  2.437  1.582  -1.692  0.000

Calculated values
Energy relative to the best compared isomer or geometry (same formula, charge and spin)   0.000 eV
⟨S²⟩   0.765
E_LUMO (spin up / spin down)   -6.173 / -5.787 eV
Orbital gap (spin up / spin down)   3.32 / 3.70 eV
Net charge   +1
2S+1   2

[4]
The following is a quantum chemistry calculation of 4 unconnected molecules or ions with the total composition C5H16IO5, from the Open Molecules 2025 dataset.

Last column: natural (NBO) charge in e.
Cartesian coordinates (Å):
I  0.499  0.418  0.300  -0.969
C  4.825  0.893  -0.092  -0.092
C  6.087  0.124  0.092  -0.092
O  7.206  1.003  -0.231  -0.741
O  3.604  0.214  0.230  -0.679
H  4.800  1.132  -1.167  0.151
H  4.708  1.830  0.490  0.191
H  6.213  -0.733  -0.551  0.160
H  6.106  -0.112  1.124  0.165
H  7.954  0.776  0.257  0.460
H  3.494  -0.457  -0.458  0.465
C  -4.862  1.450  0.615  -0.081
C  -3.868  0.325  0.286  -0.088
O  -2.712  0.800  -0.373  -0.732
O  -5.443  2.116  -0.472  -0.727
H  -4.266  2.203  1.078  0.167
H  -5.627  1.084  1.334  0.163
H  -4.209  -0.475  -0.317  0.158
H  -3.651  -0.233  1.184  0.145
H  -2.295  0.064  -0.847  0.507
H  -4.780  2.684  -0.831  0.473
C  -2.575  -2.568  -0.129  -0.259
O  -1.960  -2.048  -1.282  -0.731
H  -1.915  -3.289  0.395  0.158
H  -2.839  -1.905  0.649  0.172
H  -3.440  -3.217  -0.328  0.156
H  -1.054  -2.081  -0.955  0.500

Calculated values
Energy relative to the best compared isomer or geometry (same formula, charge and spin)   2.436 eV
E_LUMO   2.828 eV
Orbital gap   5.98 eV
Net charge   -1
2S+1   1

Look up the 2S+1 of the third one.
2

Which of these has the highest 2S+1?
C27H29F5N9O5ReS3